Record 1
The following is a DFT calculation (ωB97M-V with the def2-TZVPD basis set) of a cluster of 9 separate species, C42H63N3O24 in total.

Output
Frontier orbital gap (eV): 9.3240
Highest occupied orbital energy (eV): -10.10
Structure (SMILES): O=[N+]([O-])c1ccccc1.O=[N+]([O-])c1ccccc1.O=[N+]([O-])c1ccccc1.CCOC(=O)OC.CCOC(=O)OC.CCOC(=O)OC.CCOC(=O)OC.CCOC(=O)OC.CCOC(=O)OC
Net charge: 0

XYZ file:
```
132
Properties=species:S:1:pos:R:3:forces:R:3
O -1.678 3.306 -14.725 -0.72 1.69 -1.21
N -2.696 3.074 -15.385 1.89 -1.97 1.01
O -3.231 1.995 -15.195 -1.53 0.58 -0.92
C -3.152 3.934 -16.505 -0.66 1.25 -0.27
C -2.347 4.923 -17.040 1.75 0.59 -0.40
C -2.729 5.780 -18.092 -0.68 -1.87 1.58
C -4.056 5.673 -18.472 0.67 0.26 -1.76
C -4.871 4.629 -18.073 -0.26 0.21 2.04
C -4.453 3.829 -16.998 0.42 -0.58 0.08
H -1.333 5.072 -16.701 0.14 -0.39 0.33
H -1.996 6.387 -18.603 -0.15 0.41 0.29
H -4.336 6.379 -19.240 -0.65 -0.06 -0.19
H -5.911 4.568 -18.355 0.04 0.02 -0.32
H -5.077 3.115 -16.483 -0.34 -0.14 -0.39
O 0.114 1.842 -26.488 -1.74 1.50 -1.75
N 0.372 1.565 -25.364 0.64 -0.46 1.42
O 1.210 0.734 -25.128 0.71 -0.83 1.62
C -0.253 2.310 -24.222 -1.85 2.02 0.60
C 0.322 2.385 -22.940 0.90 0.33 -0.65
C -0.065 3.355 -21.998 -2.48 -0.58 -1.03
C -1.258 4.105 -22.254 2.65 -1.33 0.42
C -1.845 4.017 -23.510 -0.59 0.64 0.81
C -1.410 3.146 -24.476 1.93 -1.80 -0.25
H 1.166 1.754 -22.705 0.13 -0.10 -0.15
H 0.366 3.400 -21.008 0.27 -0.09 -0.11
H -1.585 4.651 -21.381 -0.51 0.62 -0.47
H -2.656 4.700 -23.715 -0.31 -0.31 -0.23
H -1.956 3.012 -25.398 0.22 0.32 -0.21
O 2.691 5.319 -15.738 -1.36 0.10 1.73
N 1.781 5.162 -14.898 0.39 -1.73 -1.41
O 1.675 4.186 -14.156 0.47 1.35 -0.50
C 0.637 6.062 -14.958 -1.00 2.35 -0.53
C -0.480 5.929 -14.167 1.10 -2.16 1.41
C -1.497 6.839 -14.117 -1.34 -0.11 0.42
C -1.564 7.875 -14.974 1.98 1.26 -1.63
C -0.503 8.005 -15.935 -1.18 -0.07 1.94
C 0.601 7.167 -15.829 0.15 0.06 -1.37
H -0.517 5.065 -13.519 0.01 0.02 0.13
H -2.347 6.767 -13.454 0.25 -0.56 0.46
H -2.288 8.655 -14.791 -0.30 -0.03 -0.57
H -0.573 8.843 -16.613 0.48 -0.10 -0.24
H 1.379 7.365 -16.551 0.40 -0.27 0.19
C -10.755 7.212 -16.194 0.18 -0.23 -1.16
C -10.954 7.250 -17.723 0.44 -0.25 0.31
O -9.647 6.963 -18.370 0.06 0.70 -0.96
C -9.085 7.838 -19.276 -1.20 1.88 1.49
O -9.545 8.953 -19.528 0.99 -2.12 -0.04
O -7.912 7.340 -19.674 -0.66 -1.35 0.88
C -7.005 8.057 -20.475 0.19 0.37 -0.78
H -10.125 8.076 -15.986 -0.27 -0.15 0.67
H -10.280 6.288 -15.863 0.32 0.09 -0.21
H -11.721 7.198 -15.689 -0.02 0.58 -0.04
H -11.374 8.214 -18.011 0.45 0.02 -0.27
H -11.655 6.480 -18.048 0.26 -0.12 -0.17
H -6.283 7.390 -20.947 -0.45 -0.63 0.12
H -6.341 8.686 -19.882 -0.60 0.60 0.02
H -7.569 8.521 -21.284 0.33 0.63 0.21
C -7.780 9.655 -15.900 -0.51 -0.92 0.78
C -7.275 10.110 -14.528 0.35 -0.03 -0.76
O -8.354 10.278 -13.614 -0.93 -0.18 -0.05
C -8.895 9.197 -13.049 0.66 -1.86 1.52
O -8.428 8.061 -12.952 -0.54 1.87 -0.84
O -10.010 9.581 -12.427 -0.04 1.23 -0.23
C -10.758 8.699 -11.593 -0.29 -0.12 -0.94
H -8.098 8.633 -15.694 -0.26 -0.19 -0.37
H -7.043 9.556 -16.697 0.24 0.41 0.28
H -8.655 10.212 -16.236 0.20 0.23 -0.04
H -6.818 11.098 -14.592 0.19 -0.23 0.22
H -6.640 9.324 -14.120 0.42 0.32 -0.03
H -11.686 9.222 -11.363 0.29 0.27 0.18
H -10.219 8.442 -10.682 0.00 -0.26 -0.27
H -11.071 7.875 -12.234 0.33 -0.55 0.54
C -3.662 9.545 -17.951 0.71 0.07 -0.20
C -3.488 10.277 -19.266 1.23 -0.33 0.60
O -3.848 9.382 -20.288 -0.97 0.35 -0.14
C -2.990 8.784 -21.104 4.46 2.21 2.51
O -1.728 8.857 -21.064 -3.86 -0.29 -0.26
O -3.748 8.152 -21.891 -1.14 -1.72 -2.92
C -3.156 7.578 -23.048 -0.11 -1.10 -0.84
H -2.852 8.860 -17.701 0.30 0.16 -0.13
H -4.516 8.880 -18.077 -0.50 0.48 0.59
H -3.702 10.336 -17.202 -0.51 -0.46 0.49
H -2.462 10.572 -19.483 0.05 0.31 0.38
H -4.149 11.143 -19.228 -0.04 -0.13 -0.74
H -3.944 7.380 -23.775 -0.24 0.26 0.24
H -2.777 6.592 -22.779 0.51 0.28 -0.04
H -2.422 8.206 -23.553 0.15 -0.04 0.52
C 0.582 9.946 -23.148 0.25 1.23 0.99
C 0.969 11.015 -22.080 1.00 -0.70 -0.68
O 2.433 10.936 -22.005 -1.37 -1.66 2.18
C 3.254 11.666 -22.666 -0.96 2.63 -2.23
O 2.913 12.497 -23.499 0.77 -0.59 0.39
O 4.466 11.399 -22.262 1.64 -0.90 1.54
C 5.635 11.865 -22.925 -0.42 0.44 -0.82
H 0.859 8.995 -22.693 -0.34 -0.13 -0.20
H 1.182 10.076 -24.048 -0.17 0.18 0.03
H -0.485 10.014 -23.361 0.07 -0.27 0.00
H 0.642 10.695 -21.090 0.06 -0.09 -0.10
H 0.669 12.058 -22.184 0.00 -0.14 -0.67
H 6.561 11.438 -22.541 -0.59 -0.72 0.33
H 5.792 12.933 -22.775 -0.51 0.15 -0.41
H 5.473 11.565 -23.960 0.60 0.56 -0.20
C 2.868 5.101 -24.310 -0.92 0.21 0.34
C 1.394 5.314 -24.742 0.94 -0.87 -0.51
O 1.336 6.627 -25.215 1.29 0.37 0.19
C 0.254 7.255 -25.569 0.46 0.68 0.17
O -0.883 6.904 -25.448 -0.70 0.03 -0.14
O 0.744 8.412 -26.031 0.16 0.33 -0.87
C -0.122 9.435 -26.427 -1.58 0.94 0.19
H 2.962 4.090 -23.915 0.22 0.03 -0.01
H 3.170 5.829 -23.557 -0.22 -0.11 0.26
H 3.563 5.266 -25.133 -0.28 -0.26 -0.22
H 0.616 5.131 -24.001 0.30 -0.03 0.18
H 1.235 4.679 -25.613 -0.35 -0.36 0.10
H -0.859 9.187 -27.191 0.08 -0.67 0.01
H 0.389 10.308 -26.832 0.69 -0.40 0.27
H -0.673 9.765 -25.547 -0.16 0.14 -0.11
C -2.698 14.908 -16.727 -1.64 -0.09 0.58
C -4.032 14.153 -16.321 0.77 0.48 -0.76
O -4.554 13.475 -17.471 -0.09 -0.99 -1.43
C -5.756 12.886 -17.444 -1.44 1.43 1.11
O -6.457 12.889 -16.414 1.34 -0.98 -3.36
O -6.059 12.514 -18.779 0.72 0.77 2.43
C -7.227 11.743 -18.999 -1.25 -0.81 0.70
H -2.323 15.206 -15.748 0.71 -0.19 -0.16
H -2.818 15.844 -17.272 -0.62 -0.08 -0.06
H -2.018 14.323 -17.346 0.01 -0.37 0.56
H -4.831 14.808 -15.976 0.31 0.17 0.26
H -3.789 13.418 -15.554 -0.14 0.00 0.03
H -7.420 11.532 -20.051 0.91 0.10 -0.05
H -8.171 12.187 -18.682 0.27 0.62 0.39
H -7.166 10.816 -18.429 0.08 -0.14 -0.28
```
Forces are in eV/Å.



Record 2
The following is a DFT calculation (ωB97M-V with the def2-TZVPD basis set) of the ion C6H6N with charge +1.

Output
Frontier orbital gap (eV): 9.0676
Highest occupied orbital energy (eV): -14.91
Net charge: +1

XYZ file:
```
13
Properties=species:S:1:pos:R:3:forces:R:3
C -0.803 -1.723 1.822 -0.91 -0.45 -0.89
C -0.983 -0.427 1.563 0.87 0.12 -1.10
C 1.386 0.251 -0.636 0.26 1.84 2.75
C 0.654 1.465 -1.102 -1.77 -0.90 -1.89
C -1.074 -0.125 0.036 -0.51 0.31 0.15
C -1.202 -1.647 0.490 0.67 1.31 1.00
N -0.035 0.162 -0.784 -0.16 0.73 1.24
H -0.670 -2.459 2.596 -0.02 0.03 0.03
H 1.803 -0.314 -1.360 1.89 -1.63 -2.19
H 1.983 0.297 0.337 -1.41 -0.18 -1.13
H 0.425 2.343 -0.541 0.18 0.07 1.12
H 0.461 1.694 -2.168 0.92 -0.36 0.54
H -1.945 0.485 -0.253 -0.02 -0.89 0.38
```
Forces are in eV/Å.



Record 3
The following is a DFT calculation (ωB97M-V with the def2-TZVPD basis set) of a cluster of 2 separate species, C7H15P in total.

Output
Frontier orbital gap (spin up / spin down) (eV): 7.9441 / 7.7209
Highest occupied orbital energy (spin up / spin down) (eV): -8.27 / -7.37
Net charge: 0

XYZ file:
```
23
Properties=species:S:1:pos:R:3:forces:R:3
C 1.281 1.862 0.975 2.29 -0.43 0.30
C 0.144 1.267 0.567 -0.41 0.18 1.22
C -1.117 2.148 0.421 1.42 0.12 -0.77
C 0.613 0.338 -2.153 1.12 0.82 -0.36
C 1.141 -1.132 1.086 -0.01 1.14 1.37
C -1.079 -2.447 -0.617 -0.46 0.55 -0.79
C 0.069 -0.149 0.602 -1.05 -1.05 -1.30
P -1.561 -0.785 -0.040 -0.17 -0.15 0.99
H 2.221 1.305 1.066 -0.55 -0.30 -0.03
H 1.510 2.861 1.269 -0.81 0.96 -0.26
H -1.987 1.556 0.107 0.28 0.67 -0.14
H -0.849 3.025 -0.257 -0.76 -1.21 0.74
H -1.264 2.522 1.421 -0.44 0.37 0.28
H -0.346 -0.024 -2.338 -1.27 -0.91 -0.31
H 1.504 -0.198 -2.445 -0.08 -0.27 0.16
H 0.669 1.411 -2.243 0.18 0.16 0.34
H 1.851 -1.586 0.397 0.29 0.88 -0.47
H 0.747 -2.039 1.513 -0.97 -0.18 0.24
H 1.643 -0.650 1.966 0.10 -0.37 -1.00
H -0.065 -2.692 -0.430 0.75 -0.62 1.03
H -0.979 -2.225 -1.679 -0.72 -0.74 -0.45
H -1.812 -3.218 -0.343 0.44 0.18 -0.44
H -2.333 -1.149 1.154 0.82 0.20 -0.35
```
Forces are in eV/Å.



Record 4
The following is a DFT calculation (ωB97M-V with the def2-TZVPD basis set) of the ion C3H8NO2 with charge +1.

Output
Frontier orbital gap (eV): 10.7458
Highest occupied orbital energy (eV): -14.89
Structure (SMILES): C[C@@]([NH3+])(O)C=O
Net charge: +1

XYZ file:
```
14
Properties=species:S:1:pos:R:3:forces:R:3
C 0.910 1.049 0.433 -2.11 -0.01 1.72
C -0.060 0.086 -0.283 0.19 -0.67 2.50
N -1.136 -0.381 0.741 -2.08 2.50 -2.69
O -0.803 0.701 -1.240 2.06 0.52 -1.58
C 0.583 -1.279 -0.707 -0.55 -0.81 -0.05
O 0.607 -1.645 -1.840 0.21 0.59 0.02
H 0.441 1.863 1.078 -0.02 -0.85 -1.38
H 1.552 0.599 1.154 0.77 -0.89 0.16
H 1.451 1.459 -0.350 1.41 1.13 -1.19
H -1.699 -1.127 0.373 -0.45 -0.64 -0.85
H -0.793 -0.760 1.563 1.04 -0.15 2.59
H -1.839 0.434 0.808 1.45 -1.27 0.59
H -0.049 1.017 -1.839 -2.09 -0.21 0.28
H 0.835 -2.017 0.109 0.17 0.77 -0.11
```
Forces are in eV/Å.



Record 5
The following is a DFT calculation (ωB97M-V with the def2-TZVPD basis set) of a cluster of 2 separate species, C6H16NO in total.

Output
Frontier orbital gap (eV): 8.5893
Highest occupied orbital energy (eV): -12.51
Net charge: +1

XYZ file:
```
24
Properties=species:S:1:pos:R:3:forces:R:3
C -1.677 -0.184 -1.222 -0.38 -1.52 -1.42
C -0.944 0.765 -0.337 0.97 0.29 1.75
C 0.165 0.007 0.548 -1.12 1.19 0.61
C 1.351 1.465 2.379 -0.64 -0.48 0.22
C 1.180 0.962 1.132 0.74 -0.32 1.29
C 2.229 1.223 0.142 3.11 3.41 -1.12
N -1.100 -0.012 -2.660 1.25 1.73 -0.34
H -2.787 0.116 -1.295 1.66 -0.93 -0.11
H -1.483 -1.361 -1.138 -0.88 2.64 0.81
H -0.631 1.695 -0.929 0.07 -1.36 0.80
H -1.622 1.168 0.430 0.01 -0.09 -0.43
H -0.391 -0.388 1.445 0.42 -0.42 -1.33
H 0.726 -0.746 -0.079 -0.71 0.49 0.85
H 0.704 1.430 3.304 0.38 -0.39 -1.51
H 2.305 1.963 2.579 -0.47 0.09 -0.21
H 2.865 0.383 -0.228 -1.27 0.19 -0.24
H 1.799 1.955 -0.670 0.89 -1.78 0.84
H 3.109 1.880 0.563 -1.83 -0.94 -0.44
H -1.157 1.063 -2.964 0.17 -3.08 0.52
H -0.055 -0.372 -2.791 -2.83 0.99 0.46
H -1.754 -0.603 -3.170 0.42 0.25 -1.00
H -0.778 -3.474 1.624 0.48 -0.15 2.88
H -0.087 -2.843 0.373 -1.61 -1.43 1.22
O -0.861 -3.401 0.716 1.17 1.60 -4.10
```
Forces are in eV/Å.



Record 6
The following is a DFT calculation (ωB97M-V with the def2-TZVPD basis set) of a cluster of 5 separate species, C29H25F39O12S3 in total.

Output
Frontier orbital gap (eV): 10.2078
Highest occupied orbital energy (eV): -10.31
Structure (SMILES): C=CC[C@@H]1OS(=O)(=O)O[C@@]1(S(C)(=O)=O)S(=O)(=O)C(F)(F)C(F)(F)C(F)(F)F.FC(F)C(F)(F)COC(F)(F)C(F)F.FC(F)C(F)(F)COC(F)(F)C(F)F.FC(F)C(F)(F)COC(F)(F)C(F)F.FC(F)C(F)(F)COC(F)(F)C(F)F
Net charge: 0

XYZ file:
```
108
Properties=species:S:1:pos:R:3:forces:R:3
C 5.752 3.487 0.000 0.08 0.14 0.26
C 4.872 3.048 -0.882 -0.21 -0.03 -0.16
C 3.968 1.852 -0.697 -0.42 0.24 -0.07
C 2.699 2.198 0.098 0.84 -0.30 -0.83
O 3.093 2.644 1.410 -0.40 0.19 0.07
S 3.317 1.405 2.377 -0.26 -0.15 0.43
O 4.666 0.979 2.363 0.15 -0.14 -0.37
O 2.660 1.624 3.604 -0.05 0.27 0.10
O 2.410 0.378 1.507 0.23 -0.03 -0.18
C 1.789 1.000 0.412 0.13 -0.04 0.57
S 1.693 -0.418 -0.809 -0.05 -0.70 0.01
C 1.002 0.228 -2.291 0.05 -0.03 -0.28
O 3.032 -0.849 -1.056 0.22 0.32 -0.04
O 0.786 -1.349 -0.217 -0.33 0.22 0.14
S 0.009 1.341 0.995 -0.28 -0.67 -0.22
O -0.868 1.162 -0.122 0.04 0.51 -0.29
O -0.187 0.569 2.169 0.21 0.13 0.34
C -0.238 3.115 1.601 0.41 0.01 -0.36
F -1.488 3.077 2.063 -0.33 -0.12 -0.06
F 0.594 3.311 2.612 0.11 0.10 0.25
C -0.113 4.351 0.646 -0.44 0.08 0.05
F 1.154 4.779 0.637 0.23 -0.12 -0.15
F -0.873 5.312 1.195 -0.03 0.14 0.12
C -0.602 4.217 -0.818 -0.20 0.26 -0.24
F -1.858 3.772 -0.857 0.56 0.10 -0.06
F 0.205 3.396 -1.519 -0.27 0.14 0.16
F -0.549 5.427 -1.390 -0.03 -0.51 0.18
H 6.589 4.097 -0.309 -0.33 0.58 0.10
H 5.671 3.257 1.055 0.43 -0.61 -0.05
H 4.796 3.551 -1.840 0.41 -0.36 -0.28
H 3.671 1.520 -1.692 -0.05 -0.07 0.02
H 4.497 1.013 -0.256 -0.03 0.08 0.10
H 2.242 3.003 -0.463 -0.45 0.22 0.54
H 1.792 0.612 -2.930 0.04 0.11 0.08
H 0.560 -0.654 -2.756 -0.01 -0.01 -0.02
H 0.219 0.949 -2.088 -0.02 0.03 0.08
F -5.288 -0.684 4.726 0.00 -0.01 -0.02
C -3.970 -0.662 4.433 0.07 -0.04 -0.04
F -3.364 -1.637 5.143 -0.02 -0.01 0.01
C -3.348 0.684 4.818 -0.09 0.08 0.20
F -3.392 0.848 6.156 0.02 -0.04 -0.01
F -2.042 0.584 4.446 0.03 -0.01 -0.01
C -3.879 1.942 4.119 0.21 0.27 -0.44
O -4.830 2.723 4.817 0.04 -0.24 0.44
C -6.165 2.479 4.754 0.01 0.11 -0.22
F -6.475 1.563 3.818 -0.05 -0.04 0.02
F -6.772 3.639 4.385 -0.07 0.03 -0.08
C -6.757 2.111 6.123 -0.02 0.04 0.02
F -6.154 1.018 6.619 -0.03 -0.02 0.00
F -8.073 1.843 5.961 -0.02 0.01 0.02
H -3.829 -0.858 3.367 -0.02 0.00 0.00
H -3.011 2.592 4.042 -0.01 0.02 0.04
H -4.202 1.721 3.101 -0.08 -0.14 0.06
H -6.634 2.945 6.817 0.00 0.01 0.00
F 7.370 -1.390 -3.259 0.01 0.00 -0.01
C 7.037 -2.676 -3.484 0.01 -0.10 -0.06
F 6.016 -2.700 -4.370 0.00 0.02 -0.01
C 6.574 -3.360 -2.193 -0.17 0.19 0.19
F 5.429 -2.802 -1.761 -0.01 -0.02 -0.05
F 6.289 -4.649 -2.567 0.11 0.04 -0.03
C 7.577 -3.475 -1.037 0.32 -0.43 0.13
O 7.470 -2.528 0.003 -0.42 0.17 -0.14
C 8.097 -1.318 -0.032 0.14 -0.11 0.08
F 8.962 -1.220 -1.058 -0.02 0.03 -0.04
F 8.811 -1.197 1.110 0.07 0.02 -0.02
C 7.088 -0.161 -0.037 0.00 0.06 0.11
F 6.268 -0.261 -1.104 0.05 0.02 -0.03
F 7.766 1.005 -0.131 0.02 0.00 0.01
H 7.891 -3.205 -3.915 0.01 0.01 0.00
H 7.329 -4.422 -0.559 -0.01 0.01 0.01
H 8.599 -3.567 -1.406 -0.03 0.15 -0.11
H 6.495 -0.169 0.880 0.01 0.00 0.01
F -11.303 4.452 1.319 -0.01 0.00 0.01
C -10.707 4.829 2.468 0.02 -0.01 0.12
F -11.534 5.680 3.114 -0.02 -0.01 -0.01
C -9.386 5.553 2.187 -0.01 0.21 -0.20
F -9.627 6.713 1.542 -0.02 -0.01 0.02
F -8.883 5.863 3.418 0.00 -0.08 0.04
C -8.281 4.770 1.468 0.51 -0.30 0.25
O -8.131 4.978 0.078 -0.34 0.40 -0.01
C -8.835 4.270 -0.848 0.16 -0.17 -0.02
F -9.520 3.251 -0.300 -0.05 -0.01 -0.01
F -7.939 3.732 -1.712 -0.01 -0.06 -0.01
C -9.749 5.172 -1.691 0.02 0.01 -0.04
F -10.620 5.830 -0.906 -0.02 -0.02 -0.01
F -10.446 4.397 -2.551 0.00 0.01 -0.02
H -10.538 3.952 3.098 0.00 -0.01 -0.02
H -7.355 5.157 1.891 -0.01 0.03 0.00
H -8.317 3.710 1.722 -0.19 0.00 -0.04
H -9.147 5.890 -2.251 0.01 0.00 0.00
F 4.956 -7.243 -4.717 0.00 -0.01 0.01
C 5.031 -7.234 -3.370 0.02 0.03 0.05
F 6.314 -7.482 -3.020 0.00 0.00 0.00
C 4.143 -8.323 -2.760 0.03 -0.27 -0.18
F 4.601 -9.542 -3.109 0.02 0.02 0.02
F 4.303 -8.192 -1.409 -0.02 0.08 0.02
C 2.633 -8.235 -3.013 -0.41 0.22 0.35
O 2.098 -9.043 -4.041 0.44 -0.26 -0.07
C 2.043 -8.633 -5.339 -0.21 0.09 0.02
F 2.373 -7.338 -5.481 0.04 0.02 -0.03
F 0.759 -8.768 -5.751 -0.02 0.06 -0.02
C 2.881 -9.532 -6.261 -0.03 -0.04 -0.02
F 4.168 -9.542 -5.870 0.01 0.01 -0.02
F 2.818 -9.038 -7.518 0.00 -0.01 -0.02
H 4.745 -6.251 -2.997 -0.03 0.00 0.00
H 2.184 -8.633 -2.104 0.00 -0.03 -0.01
H 2.306 -7.198 -3.098 0.14 0.03 -0.11
H 2.487 -10.549 -6.246 -0.01 0.00 0.00
```
Forces are in eV/Å.